C63H61AsN2P3S7ScSiTe | ωB97M-V with the def2-TZVPD basis set

charge	-2
E	-9912.404332	Eh
HOMO level	-1.8971	eV
gap between HOMO and LUMO	5.4120	eV
LUMO level	0.129	Ha
relative energy (zero: lowest compared OMol25 entry of this formula, charge and spin)	45.5	kcal per mole

Cartesian coordinates (Å):
1 Sc 0.16 0.06 0.24
2 C -1.69 1.56 -3.10
3 Si -1.36 -0.05 -2.03
4 C -1.16 -1.22 -3.59
5 C -2.02 -1.13 -4.68
6 C -1.86 -1.90 -5.81
7 C -0.77 -2.76 -5.91
8 C 0.13 -2.83 -4.86
9 C -0.06 -2.08 -3.70
10 P 1.12 -2.29 -2.29
11 C 2.59 -2.90 -3.22
12 C 2.86 -4.24 -3.47
13 C 4.00 -4.61 -4.15
14 C 4.90 -3.66 -4.60
15 C 4.64 -2.32 -4.36
16 C 3.50 -1.95 -3.68
17 C 0.40 -3.87 -1.67
18 C 1.20 -4.74 -0.93
19 C 0.65 -5.86 -0.34
20 C -0.71 -6.13 -0.48
21 C -1.51 -5.25 -1.17
22 C -0.97 -4.12 -1.76
23 C -3.20 -0.43 -1.41
24 C -4.26 -0.56 -2.32
25 C -5.46 -1.15 -1.98
26 C -5.64 -1.67 -0.71
27 C -4.66 -1.46 0.24
28 C -3.48 -0.80 -0.09
29 P -2.38 -0.27 1.27
30 C -3.46 0.92 2.18
31 C -4.85 0.94 2.21
32 C -5.52 1.90 2.96
33 C -4.82 2.87 3.66
34 C -3.44 2.90 3.59
35 C -2.78 1.93 2.86
36 C -2.50 -1.73 2.35
37 C -2.57 -1.60 3.74
38 C -2.57 -2.73 4.54
39 C -2.48 -3.99 3.97
40 C -2.37 -4.12 2.59
41 C -2.37 -3.00 1.78
42 H -2.73 1.63 -3.42
43 H -1.06 1.54 -3.98
44 H -1.47 2.47 -2.55
45 H -2.85 -0.45 -4.66
46 H -2.57 -1.83 -6.62
47 H -0.64 -3.37 -6.79
48 H 0.98 -3.48 -4.95
49 H 2.19 -5.02 -3.12
50 H 4.21 -5.66 -4.33
51 H 5.80 -3.96 -5.12
52 H 5.34 -1.57 -4.69
53 H 3.32 -0.90 -3.50
54 H 2.26 -4.52 -0.79
55 H 1.27 -6.52 0.25
56 H -1.13 -7.02 -0.02
57 H -2.58 -5.42 -1.23
58 H -1.61 -3.43 -2.29
59 H -4.14 -0.20 -3.32
60 H -6.24 -1.23 -2.72
61 H -6.54 -2.21 -0.46
62 H -4.79 -1.85 1.24
63 H -5.43 0.23 1.64
64 H -6.60 1.90 2.98
65 H -5.35 3.59 4.26
66 H -2.89 3.68 4.09
67 H -1.69 1.94 2.82
68 H -2.63 -0.62 4.18
69 H -2.62 -2.63 5.61
70 H -2.49 -4.87 4.60
71 H -2.26 -5.10 2.14
72 H -2.27 -3.11 0.71
73 S 3.57 -1.71 3.00
74 As 2.66 -1.36 1.15
75 S 2.46 0.82 0.63
76 S 0.62 -2.20 1.08
77 S 3.88 -2.27 -0.30
78 C 1.15 4.19 2.35
79 C -0.24 4.30 1.75
80 P -0.42 3.13 0.32
81 C -2.25 3.36 -0.03
82 C -2.74 4.59 -0.78
83 C 0.47 4.12 -1.00
84 C 0.41 5.64 -1.03
85 H 1.25 4.85 3.21
86 H 1.93 4.43 1.64
87 H 1.31 3.17 2.70
88 H -0.46 5.32 1.41
89 H -0.99 4.03 2.49
90 H -2.73 3.32 0.96
91 H -2.57 2.46 -0.56
92 H -2.55 5.50 -0.20
93 H -3.82 4.52 -0.92
94 H -2.29 4.67 -1.76
95 H 0.14 3.72 -1.97
96 H 1.51 3.81 -0.87
97 H -0.61 6.01 -1.11
98 H 0.96 6.00 -1.90
99 H 0.88 6.07 -0.15
100 Te 2.08 1.14 -2.16
101 C 4.11 1.83 -1.92
102 C 4.45 3.18 -1.84
103 C 5.76 3.56 -1.62
104 C 6.75 2.61 -1.44
105 C 6.41 1.27 -1.47
106 C 5.10 0.88 -1.71
107 C 2.01 1.86 -4.23
108 C 1.59 1.01 -5.24
109 C 1.42 1.45 -6.53
110 C 1.67 2.78 -6.85
111 C 2.07 3.65 -5.85
112 C 2.22 3.19 -4.56
113 H 3.68 3.94 -1.95
114 H 6.01 4.62 -1.56
115 H 7.77 2.92 -1.27
116 H 7.16 0.51 -1.31
117 H 4.86 -0.17 -1.70
118 H 1.39 -0.03 -4.99
119 H 1.09 0.77 -7.30
120 H 1.56 3.12 -7.87
121 H 2.25 4.69 -6.09
122 H 2.52 3.89 -3.78
123 S -1.03 2.03 8.47
124 C -0.49 1.38 7.05
125 S -0.85 2.13 5.52
126 C 0.04 0.77 4.68
127 N 0.48 -0.06 5.54
128 N 0.24 0.25 6.84
129 C 0.86 -0.61 7.76
130 C 0.74 -0.48 9.14
131 C 1.40 -1.37 9.97
132 C 2.17 -2.39 9.46
133 C 2.29 -2.52 8.08
134 C 1.64 -1.64 7.24
135 S 0.26 0.72 3.04
136 H 0.15 0.31 9.57
137 H 1.30 -1.26 11.05
138 H 2.69 -3.08 10.12
139 H 2.89 -3.31 7.64
140 H 1.76 -1.73 6.17